Arrangement A

DFT (ωB97M-V with the def2-TZVPD basis set) results for C22H24FN3O3 as an isolated structure.

Summary:
E_LUMO	0.4653	eV
HOMO-LUMO gap	8.827	eV

Last column: natural (NBO) charge in e.
Geometry (Å):
F1 2.6957 4.7342 1.9187  -0.324
O1 3.4826 0.2249 -2.0962  -0.541
O2 -0.8475 0.8910 -1.8836  -0.647
O3 4.9960 -1.3794 2.9793  -0.615
N1 5.4879 1.2901 3.0889  -0.498
N2 0.9363 0.9553 -3.2772  -0.607
N3 3.5538 -1.2168 1.2543  -0.607
C1 5.3597 2.6437 3.2222  0.172
C2 4.1725 3.0112 2.5583  -0.178
C3 4.4229 0.7972 2.3722  0.041
C4 2.7411 -1.7422 -1.1033  -0.417
C5 -2.6667 4.6638 -0.5694  -0.401
C6 1.8898 0.0746 -0.3986  -0.429
C7 6.1817 3.5780 3.8620  -0.261
C8 -1.0782 3.7730 -2.1513  0.145
C9 5.7862 4.8943 3.8235  -0.180
C10 3.5873 1.8212 2.0281  -0.244
C11 -2.5607 5.6198 -1.7590  -0.395
C12 -2.0804 3.3501 -1.1037  -0.464
C13 4.6075 5.3006 3.1680  -0.321
C14 -1.1958 5.2660 -2.3550  -0.453
C15 3.8261 4.3634 2.5518  0.437
C16 1.3222 -0.4068 -2.9740  -0.246
C17 3.1891 -0.7064 -0.0420  0.099
C18 4.3565 -0.6710 2.2166  0.654
C19 -0.0984 1.5427 -2.5975  0.655
C20 -0.2242 2.9983 -2.8202  -0.352
C21 2.2463 -0.4617 -1.7948  0.261
C22 4.2184 0.0768 -0.8692  -0.089
H1 3.5606 -2.2245 1.3198  0.409
H2 4.4619 1.0551 -0.4569  0.197
H3 4.3114 6.3399 3.1443  0.230
H4 -2.8507 2.7404 -1.5834  0.237
H5 0.9924 -0.3806 0.0131  0.233
H6 6.1634 0.6890 3.5305  0.437
H7 -0.4074 5.7580 -1.7750  0.221
H8 3.5150 -2.3220 -1.6068  0.212
H9 2.6567 1.7407 1.4980  0.237
H10 -2.6439 6.6699 -1.4807  0.212
H11 0.4306 3.4476 -3.5605  0.200
H12 7.0895 3.2777 4.3675  0.220
H13 -1.0656 5.5595 -3.3965  0.222
H14 6.3941 5.6462 4.3087  0.217
H15 1.6488 1.5578 -3.6541  0.399
H16 1.8119 -0.8456 -3.8449  0.213
H17 5.1345 -0.4951 -1.0380  0.183
H18 1.9257 -2.3684 -0.7434  0.217
H19 1.8773 1.1581 -0.2971  0.212
H20 -2.0548 5.0387 0.2555  0.198
H21 0.4178 -0.9716 -2.7550  0.239
H22 -1.6345 2.7109 -0.3440  0.247
H23 -3.6842 4.5501 -0.1970  0.213
H24 -3.3507 5.4017 -2.4826  0.198

Arrangement B

DFT (ωB97M-V with the def2-TZVPD basis set) results for C22H24FN3O3 as an isolated structure.

Summary:
E_LUMO	-0.0428	eV
HOMO-LUMO gap	8.575	eV

Last column: natural (NBO) charge in e.
Geometry (Å):
F1 6.8198 -2.1240 -1.3671  -0.321
O1 -0.0181 -1.4853 -1.4915  -0.545
O2 -4.4708 -0.0615 -0.0388  -0.645
O3 2.0002 -1.3218 3.1402  -0.540
N1 -2.5650 -0.2540 -1.2467  -0.608
N2 4.5283 -0.6642 2.3268  -0.497
N3 1.6527 -2.8556 1.4664  -0.641
C1 6.8414 0.2710 2.0275  -0.262
C2 0.7221 -2.3749 0.4678  0.100
C3 -3.6361 1.8764 -1.1645  -0.344
C4 5.7296 -0.5113 1.6944  0.177
C5 7.9344 -0.5945 0.0300  -0.320
C6 7.9259 0.2133 1.1847  -0.174
C7 -4.6272 4.1739 -1.2941  -0.448
C8 4.4272 -1.9758 0.5107  -0.236
C9 -0.3693 -1.3338 0.8112  -0.425
C10 5.7002 -1.3310 0.5481  -0.178
C11 -2.3680 -1.6566 -0.9658  -0.248
C12 1.2343 -1.7890 -0.8570  -0.096
C13 2.3965 -1.8473 2.1266  0.677
C14 -6.1022 4.5025 -1.5499  -0.397
C15 -4.6304 2.7221 -0.8958  0.137
C16 -0.4220 -3.2770 -0.0568  -0.417
C17 6.8336 -1.3469 -0.2677  0.439
C18 3.7479 -1.5453 1.6177  0.011
C19 -5.9290 2.4373 -0.1910  -0.469
C20 -0.9738 -1.9062 -0.4841  0.266
C21 -3.6274 0.4513 -0.7592  0.656
C22 -6.8963 3.5654 -0.6140  -0.405
H1 -3.9775 4.3755 -2.1458  0.218
H2 8.7954 -0.6283 -0.6224  0.232
H3 -1.9112 0.1933 -1.8659  0.403
H4 8.8037 0.8042 1.4094  0.219
H5 -2.5544 -2.2707 -1.8529  0.202
H6 -4.2489 4.7613 -0.4502  0.217
H7 4.0801 -2.6607 -0.2442  0.230
H8 -0.1970 -3.9885 -0.8518  0.208
H9 -5.7454 2.4448 0.8869  0.234
H10 1.8284 -0.8813 -0.7306  0.188
H11 -0.9279 -1.6041 1.7042  0.231
H12 4.2068 -0.2187 3.1698  0.437
H13 1.7925 -2.5113 -1.4607  0.177
H14 -0.0949 -0.2797 0.8129  0.215
H15 -0.9780 -3.7358 0.7575  0.224
H16 2.2954 -3.5053 1.0212  0.373
H17 -7.2754 4.1043 0.2542  0.204
H18 -6.3235 5.5535 -1.3668  0.210
H19 -2.7731 2.2397 -1.7141  0.197
H20 -6.3510 4.3005 -2.5930  0.201
H21 -6.2968 1.4384 -0.4091  0.254
H22 -3.0890 -1.9387 -0.2001  0.249
H23 -7.7656 3.1559 -1.1273  0.210
H24 6.8490 0.8947 2.9109  0.222

The most stable of them is arrangement A.